[1]
86
Properties=species:S:1:pos:R:3 method="wB97M-V/def2-TZVPD" spin_multiplicity=1 homo_lumo_gap_ev="5.652 / 5.670" total_charge=+1 relative_energy_kj_mol=27.5 max_force_ha_per_bohr=0.0166 lumo_ev="-3.8 / -3.8"
W 0.638 0.227 0.241
C 4.041 3.841 -2.115
S 3.764 4.057 -0.351
C 2.726 2.709 0.050
S 2.279 1.523 -1.120
N 2.374 2.682 1.295
N 1.603 1.579 1.618
C 1.423 1.432 2.894
C 0.830 0.202 3.299
C 0.702 -0.182 4.634
C 0.263 -1.453 4.921
C -0.025 -2.309 3.861
C 0.093 -1.860 2.567
N 0.496 -0.608 2.263
H 4.667 4.683 -2.406
H 3.106 3.885 -2.668
H 4.566 2.914 -2.332
H 1.803 2.173 3.585
H 0.961 0.520 5.414
H 0.153 -1.781 5.946
H -0.354 -3.324 4.033
H -0.154 -2.497 1.733
N 4.944 -0.928 2.657
C 4.114 -0.219 1.879
N 3.214 -0.731 1.104
C 3.067 -2.098 1.056
N 2.190 -2.650 0.283
N 1.412 -1.738 -0.414
C 0.960 -2.189 -1.528
C 0.195 -1.297 -2.370
C -0.280 -1.685 -3.612
C -0.915 -0.742 -4.405
C -1.012 0.558 -3.942
C -0.509 0.874 -2.690
N 0.048 -0.039 -1.896
C 3.923 -2.944 1.887
C 3.829 -4.339 1.907
C 4.665 -5.076 2.714
C 5.615 -4.435 3.514
C 5.725 -3.061 3.509
C 4.874 -2.320 2.692
H 5.635 -0.448 3.211
H 4.224 0.861 1.912
H 1.203 -3.195 -1.848
H -0.145 -2.705 -3.943
H -1.309 -1.017 -5.374
H -1.476 1.340 -4.527
H -0.568 1.879 -2.304
H 3.091 -4.817 1.278
H 4.593 -6.155 2.728
H 6.271 -5.020 4.144
H 6.460 -2.559 4.127
C -1.145 -0.918 0.246
C -2.147 -1.595 0.137
C -3.330 -2.392 0.002
C -4.045 -2.808 1.127
C -5.191 -3.572 0.980
C -5.638 -3.926 -0.285
C -4.936 -3.511 -1.409
C -3.789 -2.748 -1.269
H -3.698 -2.519 2.110
H -5.741 -3.889 1.857
H -6.535 -4.520 -0.396
H -5.286 -3.781 -2.397
H -3.240 -2.414 -2.141
C -4.193 5.017 -3.872
C -3.388 4.307 -2.821
C -3.900 3.214 -2.137
C -3.178 2.554 -1.147
C -3.800 1.381 -0.446
C -1.889 3.001 -0.840
Se -0.885 2.247 0.633
C -1.355 4.120 -1.501
C 0.005 4.680 -1.181
C -2.112 4.744 -2.486
H -5.112 4.478 -4.099
H -3.626 5.127 -4.798
H -4.468 6.020 -3.539
H -4.899 2.862 -2.370
H -4.844 1.265 -0.734
H -3.745 1.488 0.639
H -3.267 0.465 -0.693
H 0.723 3.896 -0.950
H -0.037 5.340 -0.311
H 0.382 5.263 -2.022
H -1.690 5.602 -2.999

---

[2]
87
Properties=species:S:1:pos:R:3 method="wB97M-V/def2-TZVPD" spin_multiplicity=1 homo_lumo_gap_ev=8.231 relative_energy_kj_mol=0.0 max_force_ha_per_bohr=0.0034 lumo_ev=0.5
Ag -2.072 -0.721 -1.029
C 0.972 -3.642 -2.902
C 0.273 -3.149 -1.795
N -0.634 -2.256 -2.163
N -0.557 -2.161 -3.502
C 0.399 -2.985 -3.971
B -1.471 -1.256 -4.354
N -1.124 0.242 -4.166
C -0.730 1.082 -5.142
C -0.568 2.337 -4.597
C -0.901 2.159 -3.247
N -1.230 0.896 -2.992
N -2.960 -1.515 -4.041
C -3.914 -1.868 -4.922
C -5.116 -1.949 -4.254
C -4.789 -1.617 -2.932
N -3.496 -1.356 -2.816
H 1.762 -4.373 -2.922
H 0.391 -3.401 -0.753
H 0.593 -3.048 -5.029
H -1.274 -1.522 -5.512
H -0.607 0.727 -6.151
H -0.273 3.243 -5.097
H -0.927 2.897 -2.460
H -3.666 -2.037 -5.957
H -6.078 -2.211 -4.658
H -5.429 -1.559 -2.066
N -2.877 0.713 0.577
S -2.095 1.043 1.914
C -3.109 2.203 2.835
C -3.687 1.755 4.011
C -4.538 2.593 4.720
C -4.808 3.866 4.245
C -4.229 4.309 3.059
C -3.376 3.479 2.353
C -0.717 2.160 1.579
C -0.271 2.272 0.275
C 0.831 3.071 -0.001
C 1.472 3.748 1.026
C 1.019 3.623 2.334
C -0.076 2.822 2.616
H -3.237 1.564 0.149
H -3.475 0.754 4.366
H -4.990 2.249 5.641
H -5.472 4.520 4.796
H -4.442 5.304 2.690
H -2.911 3.824 1.437
H -0.776 1.715 -0.504
H 1.191 3.151 -1.019
H 2.333 4.368 0.811
H 1.524 4.143 3.137
H -0.431 2.721 3.635
O -0.180 -0.831 0.897
As 1.449 -1.022 1.033
C 2.350 -0.795 -0.642
C 1.652 -0.131 -1.640
C 2.231 0.043 -2.888
C 3.506 -0.450 -3.128
C 4.202 -1.121 -2.130
C 3.623 -1.300 -0.881
C 2.303 0.168 2.289
C 3.340 1.011 1.915
C 3.967 1.800 2.873
C 3.552 1.749 4.194
C 2.505 0.913 4.566
C 1.881 0.123 3.615
C 1.827 -2.759 1.773
C 3.094 -3.110 2.224
C 3.310 -4.374 2.754
C 2.259 -5.277 2.842
C 0.990 -4.918 2.409
C 0.771 -3.656 1.874
H 0.642 0.212 -1.461
H 1.675 0.551 -3.666
H 3.959 -0.323 -4.103
H 5.190 -1.515 -2.327
H 4.158 -1.847 -0.113
H 3.660 1.055 0.881
H 4.778 2.455 2.583
H 4.043 2.362 4.939
H 2.179 0.876 5.598
H 1.067 -0.535 3.901
H 3.910 -2.398 2.179
H 4.296 -4.652 3.104
H 2.429 -6.262 3.256
H 0.170 -5.620 2.488
H -0.215 -3.351 1.542

---

[3]
86
Properties=species:S:1:pos:R:3 method="wB97M-V/def2-TZVPD" spin_multiplicity=1 homo_lumo_gap_ev=5.632 total_charge=-2 relative_energy_kj_mol=0.0 max_force_ha_per_bohr=0.0265 lumo_ev=4.0
Ti -0.010 0.261 0.922
S -4.685 -4.140 -3.316
C -3.683 -3.238 -2.321
S -3.441 -1.549 -2.504
C -2.430 -1.267 -1.112
C -2.162 -2.371 -0.378
S -1.237 -2.360 1.119
S -2.865 -3.853 -0.956
S -1.902 0.357 -0.837
O 5.006 1.647 -1.419
C 3.662 1.474 -1.194
C 2.724 2.033 -2.080
C 1.387 1.850 -1.818
N 1.009 1.144 -0.754
C 1.876 0.618 0.095
Br 1.390 2.436 2.326
C 3.255 0.762 -0.092
H 5.110 2.176 -2.214
H 3.047 2.600 -2.947
H 0.608 2.253 -2.455
H 3.969 0.352 0.607
C -4.714 6.806 2.334
C -4.268 5.370 2.397
C -4.964 4.430 3.142
C -4.543 3.106 3.227
C -5.384 2.165 4.054
C -3.393 2.678 2.533
As -2.855 0.844 3.093
N -1.107 0.366 2.681
C -0.396 0.179 3.881
C -0.608 0.952 5.034
C 0.099 0.716 6.201
C 1.055 -0.290 6.271
C 1.291 -1.052 5.134
C 0.579 -0.828 3.966
C -4.000 -0.350 2.008
C -4.065 -1.654 2.533
C -3.267 -2.088 3.735
C -4.897 -2.599 1.941
C -5.703 -2.291 0.854
C -6.569 -3.333 0.198
C -5.668 -0.990 0.381
C -4.842 -0.013 0.938
C -4.936 1.368 0.346
C -2.725 3.610 1.729
C -1.614 3.247 0.790
C -3.158 4.935 1.697
H -5.574 6.978 2.983
H -5.000 7.091 1.319
H -3.916 7.483 2.648
H -5.855 4.732 3.685
H -6.280 2.681 4.404
H -4.834 1.785 4.918
H -5.701 1.291 3.480
H -1.301 1.782 5.007
H -0.089 1.350 7.061
H 1.614 -0.462 7.183
H 2.037 -1.838 5.147
H 0.772 -1.442 3.096
H -2.207 -1.854 3.638
H -3.358 -3.167 3.864
H -3.624 -1.596 4.645
H -4.900 -3.610 2.337
H -6.521 -4.276 0.744
H -6.247 -3.525 -0.830
H -7.614 -3.014 0.160
H -6.286 -0.720 -0.470
H -5.371 1.307 -0.653
H -3.960 1.834 0.254
H -5.566 2.022 0.957
H -1.231 2.257 1.004
H -0.771 3.933 0.858
H -2.001 3.229 -0.233
H -2.606 5.637 1.078
C 0.317 -1.655 0.670
C 1.432 -2.597 0.558
C 1.544 -3.721 1.393
C 2.629 -4.579 1.319
C 3.648 -4.360 0.399
C 3.545 -3.267 -0.454
C 2.461 -2.409 -0.379
H 0.764 -3.918 2.119
H 2.679 -5.427 1.994
H 4.497 -5.030 0.344
H 4.312 -3.080 -1.198
H 2.389 -1.582 -1.073

---

Number 1: calculated total energy -141769.0692 eV. Number 2: calculated total energy -129855.4078 eV. Number 3: calculated total energy -254230.7554 eV.